Record 1
This record from OMol25 describes C24H44N3OP2Ti as an isolated structure. The level of theory is ωB97M-V with the def2-TZVPD basis set.

<S²> ... 2.01
Frontier orbital gap (spin up / spin down) ... 7.060 / 8.076 eV
E_HOMO (spin up / spin down) ... -9.19 / -10.81 eV
Net charge ... +1
Spin multiplicity ... 3

Cartesian coordinates (Å):
Ti: 0.4755 0.2711 -0.2622
P: -0.2037 -1.6934 -1.5911
P: -0.0612 2.6451 0.3164
N: 2.1859 0.6030 -1.1933
C: 1.4526 -1.5439 -2.4854
H: 2.0703 -2.4453 -2.2378
H: 1.1923 -1.5479 -3.5539
C: 2.2705 -0.2349 -2.3447
H: 3.2728 -0.4766 -2.6217
H: 2.1138 0.4273 -3.2387
C: 2.1288 2.0138 -1.4530
H: 1.4158 2.1423 -2.2908
H: 3.0847 2.4371 -1.8085
C: 1.7199 2.9113 -0.2813
H: 1.7385 3.9366 -0.6452
H: 2.3880 2.9473 0.5788
C: 0.0607 3.3445 2.0183
C: 0.4677 2.2663 3.0283
H: 1.4630 1.8573 2.8164
H: -0.2571 1.4405 3.0714
H: 0.5063 2.7178 4.0293
C: -1.1364 3.7333 -0.6815
C: -2.6352 3.5753 -0.3698
H: -3.2194 3.9319 -1.2266
H: -2.9425 4.1796 0.4898
H: -2.9256 2.5353 -0.1932
C: -1.5304 -2.0289 -2.8380
C: -2.8317 -2.5709 -2.2247
H: -3.6212 -2.5426 -2.9887
H: -3.1779 -1.9606 -1.3831
H: -2.7351 -3.6166 -1.9094
C: 0.0226 -3.2794 -0.6678
C: -1.1058 -3.5863 0.3297
H: -0.6620 -4.0271 1.2354
H: -1.8326 -4.3172 -0.0632
H: -1.6504 -2.6852 0.6401
C: -1.5867 0.1205 0.0169
C: -0.6635 5.2062 -0.6014
H: 0.1759 5.3698 0.0922
H: -0.3353 5.5463 -1.5948
H: -1.4853 5.8683 -0.2910
C: -1.0909 -2.8871 -4.0470
H: -1.9509 -3.4353 -4.4539
H: -0.7060 -2.2596 -4.8595
H: -0.3224 -3.6289 -3.8098
C: 0.3058 -4.5142 -1.5564
H: 0.5462 -5.3780 -0.9122
H: -0.5689 -4.8069 -2.1595
H: 1.1700 -4.3692 -2.2208
C: -1.1876 4.0864 2.4852
H: -2.0886 3.4660 2.4198
H: -1.0527 4.3529 3.5387
H: -1.3481 5.0222 1.9425
H: 0.8893 4.0684 1.9333
H: 0.9452 -3.1014 -0.0843
H: -0.9969 3.3757 -1.7174
H: -1.7622 -1.0203 -3.2155
O: -2.7667 0.0152 0.1311
H: -2.3751 1.2342 -3.1430
H: -2.9164 0.9480 -2.7416
N: 3.3296 -1.1897 2.2697
C: 2.8048 -0.5440 1.2194
N: 1.4660 -0.5874 1.2866
C: 1.1022 -1.2800 2.4472
C: -0.1624 -1.5319 2.9736
C: -0.1727 -2.2211 4.1884
C: 1.0230 -2.5886 4.8169
C: 2.2757 -2.3113 4.2788
C: 2.2762 -1.6683 3.0675
H: 4.3363 -1.2687 2.3853
H: 3.3781 -0.1220 0.3842
H: -1.0286 -1.1698 2.4192
H: -1.1345 -2.4647 4.6269
H: 0.9556 -3.1194 5.7496
H: 3.2213 -2.5724 4.7351

Record 2
This record from OMol25 describes one molecule with the formula C4H4O4. The level of theory is ωB97M-V with the def2-TZVPD basis set.

SMILES ... O=C(O)C(=O)[C@H]1CO1
Frontier orbital gap ... 9.798 eV
E_HOMO ... -10.18 eV
Net charge ... 0
Spin multiplicity ... 1

Cartesian coordinates (Å):
O: -1.8622 1.3798 -0.1802
C: -1.7952 0.1382 -0.0666
O: -2.7396 -0.6188 -0.0141
C: -0.4235 -0.5011 -0.2211
O: -0.3816 -1.6779 0.0895
C: 0.9327 0.1008 -0.6779
C: 1.7332 0.5935 0.6668
O: 2.2016 -0.5646 -0.4182
H: -2.3642 -1.4252 0.3208
H: 0.8936 0.7562 -1.7917
H: 2.1255 1.5631 0.4824
H: 1.6796 0.2560 1.8104

Record 3
This record from OMol25 describes one molecule with the formula C16H22N2O4S. The level of theory is ωB97M-V with the def2-TZVPD basis set.

SMILES ... CC(C)[C@H](OC(=O)c1cc2c(s1)CCCCC2)C(=O)NC(N)=O
Frontier orbital gap ... 9.058 eV
E_HOMO ... -8.88 eV
Net charge ... 0
Spin multiplicity ... 1

Cartesian coordinates (Å):
C: 3.1409 2.0807 -1.7875
C: 2.4512 2.9969 -0.7790
C: 2.6285 4.4644 -1.1524
C: 0.9548 2.6502 -0.6500
O: 0.8487 1.3984 0.0201
C: -0.3342 1.1561 0.6446
O: -1.2524 1.9389 0.6410
C: -0.3325 -0.1435 1.2848
C: 0.6731 -1.0771 1.3519
C: 0.3060 -2.2356 2.0559
C: -0.9856 -2.1732 2.5181
S: -1.7606 -0.6931 2.0935
C: -1.7122 -3.2298 3.2732
C: -1.7999 -4.5427 2.4844
C: -0.4936 -5.3344 2.4596
C: 0.6290 -4.6966 1.6424
C: 1.1993 -3.4176 2.2644
C: 0.2678 2.6176 -2.0155
O: -0.0220 3.6375 -2.6061
N: 0.0521 1.3664 -2.4946
C: -0.6097 0.9668 -3.6817
N: -1.0200 1.9780 -4.4566
O: -0.7393 -0.2103 -3.9126
H: 2.9641 1.0369 -1.5395
H: 4.2134 2.2589 -1.7755
H: 2.7743 2.2707 -2.7939
H: 2.8904 2.8199 0.2091
H: 3.6849 4.6910 -1.2720
H: 2.2212 5.1110 -0.3791
H: 2.1162 4.6836 -2.0853
H: 0.4426 3.4196 -0.0568
H: 1.6407 -0.9204 0.9098
H: -2.7183 -2.8732 3.4981
H: -1.2007 -3.4189 4.2222
H: -2.1187 -4.3275 1.4627
H: -2.5676 -5.1659 2.9478
H: -0.7034 -6.3197 2.0360
H: -0.1477 -5.4875 3.4851
H: 0.2699 -4.4778 0.6347
H: 1.4388 -5.4246 1.5549
H: 2.1707 -3.2017 1.8168
H: 1.3518 -3.5788 3.3355
H: 0.3569 0.5872 -1.9227
H: -0.8939 2.9318 -4.1397
H: -1.5387 1.7654 -5.2902

Record 4
This record from OMol25 describes a 2-piece molecular cluster, C6H10N4 overall. The level of theory is ωB97M-V with the def2-TZVPD basis set.

Frontier orbital gap ... 7.882 eV
E_HOMO ... -7.19 eV
Net charge ... 0
Spin multiplicity ... 1

Cartesian coordinates (Å):
C: 1.3068 -1.1678 0.2985
C: 1.8482 -0.3807 1.2681
C: 0.9115 -0.3879 -0.8283
C: 1.1638 0.8756 -0.4109
C: -2.2568 -1.5806 -0.7531
C: -1.4266 -0.5408 -0.0787
N: -1.4253 1.5067 1.1466
N: -1.5693 0.3991 0.6452
N: 1.7927 0.8839 0.7905
N: 0.8634 2.0874 -1.0179
H: 1.1189 -2.2586 0.3891
H: 2.5249 -0.6181 2.0963
H: -2.6311 -1.3851 -1.6892
H: -3.0851 -1.8762 0.0641
H: -1.7977 -2.5418 -0.7989
H: 0.4355 -0.8308 -1.6940
H: -0.5620 1.6176 1.7189
H: 2.1492 1.6780 1.2621
H: 0.1578 2.5840 -0.4246
H: 0.4814 1.9361 -1.9836

Record 5
This record from OMol25 describes C18H19ClMnN5O9PS as an isolated structure. The level of theory is ωB97M-V with the def2-TZVPD basis set.

<S²> ... 8.75
Frontier orbital gap (spin up / spin down) ... 7.310 / 7.308 eV
E_HOMO (spin up / spin down) ... -3.15 / -3.15 eV
Net charge ... -2
Spin multiplicity ... 6

Cartesian coordinates (Å):
Mn: 1.0942 2.3243 0.6242
O: -0.1023 1.0124 1.8553
N: -0.9563 1.5869 2.6723
C: -1.1255 1.0223 3.8862
C: -2.0192 1.5236 4.7932
C: -2.7604 2.6529 4.4286
C: -2.5710 3.2182 3.1950
C: -1.6448 2.7024 2.2651
S: -1.3145 3.3766 0.7434
H: -0.4888 0.1638 4.0366
H: -2.1256 1.0461 5.7559
H: -3.4747 3.0873 5.1169
H: -3.1224 4.0967 2.8917
O: 4.6940 -2.2624 -3.3828
C: 3.6011 -1.7759 -3.7209
O: 2.8605 -2.0595 -4.6853
C: 3.0089 -0.7324 -2.7431
C: 1.9667 0.0962 -3.1452
C: 1.4211 0.9894 -2.2459
N: 1.8353 1.0728 -0.9786
C: 2.8621 0.3017 -0.5808
C: 3.4720 -0.5982 -1.4393
C: 3.3151 0.4854 0.8767
O: 4.2254 -0.2204 1.2931
O: 2.6869 1.3930 1.5207
H: 1.5781 -0.0048 -4.1490
H: 0.6048 1.6459 -2.5247
H: 4.2983 -1.1982 -1.0868
C: -2.1570 -2.3798 -2.1467
N: -1.1171 -1.4157 -1.8286
C: 0.0401 -2.1419 -1.3024
N: -0.2763 -2.9827 -0.1465
C: -1.3486 -3.8919 -0.5141
N: -2.5574 -3.2396 -1.0264
C: -3.1902 -2.4423 0.0298
P: -2.1314 -1.0897 0.7516
C: -1.5924 -0.4045 -0.8815
C: -0.6337 -2.1583 1.0109
H: -1.7845 -3.0263 -2.9463
H: -3.0399 -1.8478 -2.5131
H: 0.8164 -1.4343 -1.0206
H: 0.4372 -2.7749 -2.1000
H: -1.6186 -4.4992 0.3553
H: -0.9722 -4.5551 -1.2984
H: -3.5046 -3.1160 0.8346
H: -4.1048 -1.9918 -0.3705
H: -0.8000 0.3226 -0.6973
H: -2.4221 0.1531 -1.3283
H: -0.8083 -2.8108 1.8740
H: 0.2081 -1.5125 1.2712
O: 1.2746 4.0660 -1.0907
Cl: 2.1667 4.8844 -0.2686
O: 1.8775 6.2711 -0.4403
O: 3.5246 4.5979 -0.5946
O: 1.8950 4.4739 1.1151

Record 6
This record from OMol25 describes one molecule with the formula H3PS2. The level of theory is ωB97M-V with the def2-TZVPD basis set.

SMILES ... S=[PH2]S
Frontier orbital gap ... 8.309 eV
E_HOMO ... -8.94 eV
Net charge ... 0
Spin multiplicity ... 1

Cartesian coordinates (Å):
S: -2.1054 0.6047 0.0530
P: -0.3406 -0.2128 -0.0461
S: 1.3216 0.9817 0.0612
H: -0.2524 -1.2690 0.7020
H: -0.1680 -1.1066 -1.0889
H: 1.0976 1.4534 -1.5219

Record 7
This record from OMol25 describes a 2-piece molecular cluster, C7H11N overall. The level of theory is ωB97M-V with the def2-TZVPD basis set.

Frontier orbital gap ... 9.419 eV
E_HOMO ... -8.47 eV
Net charge ... 0
Spin multiplicity ... 1

Cartesian coordinates (Å):
C: -2.4838 -0.5969 -0.3006
C: -1.1418 0.0041 0.4193
C: -0.4663 -0.0907 1.5248
C: 0.9907 0.2339 1.5388
C: 1.8452 0.4738 0.2412
C: 1.1292 -0.4272 -0.8052
C: -0.2465 0.3955 -0.6240
H: -2.9905 -0.0006 -1.2188
H: -1.7449 -1.7085 -0.8575
H: -3.3154 -1.0808 0.4065
H: -0.8207 -0.1699 2.6361
H: 1.4071 1.2966 2.0638
H: 1.5889 -0.5661 2.1626
H: 1.9461 1.5728 -0.4005
H: 2.8974 0.2645 0.6870
H: 0.6792 -1.3782 -0.5199
H: 0.6283 0.6484 -2.5279
H: 0.1297 1.4914 -0.4578
N: 0.2622 -0.0464 -1.9913

Record 8
This record from OMol25 describes a 2-piece molecular cluster, C3H11NOS2 overall. The level of theory is ωB97M-V with the def2-TZVPD basis set.

SMILES ... CSSCCN.O
Frontier orbital gap ... 9.188 eV
E_HOMO ... -8.66 eV
Net charge ... 0
Spin multiplicity ... 1

Cartesian coordinates (Å):
C: 0.6613 -3.0482 -1.4603
S: 0.8536 -1.2543 -1.2013
S: 1.3516 -1.1309 0.7918
C: -0.0755 -0.1813 1.4058
C: 0.2817 1.3439 1.6132
N: -0.6051 2.3291 1.1136
H: 1.6191 -3.4284 -1.8066
H: 0.3059 -3.4949 -0.5436
H: -0.0934 -3.2399 -2.2182
H: -0.3597 -0.5615 2.3883
H: -0.9613 -0.2834 0.7935
H: 1.2992 1.5333 1.2462
H: 0.4169 1.4463 2.6890
H: -1.4569 2.4280 1.6432
H: -0.8546 2.2350 0.1379
O: -1.0781 2.0375 -2.1083
H: -0.9198 1.1727 -1.7088
H: -0.3848 2.0970 -2.7756

Number 1: E -73806.120 eV. Number 2: E -12398.434 eV. Number 3: E -38957.062 eV. Number 4: E -12339.983 eV. Number 5: E -108816.234 eV. Number 6: E -31006.673 eV. Number 7: E -8919.235 eV. Number 8: E -28497.217 eV.